{"formula": "C39H76BrIN6O6P", "method": "the ωB97M-V functional and the def2-TZVPD basis", "energy_ev": -150328.120, "charge": -1, "spin_multiplicity": 1, "homo_lumo_gap_ev": 6.0909, "symbols": ["C", "C", "C", "C", "C", "P", "C", "C", "C", "C", "C", "C", "C", "C", "C", "C", "N", "C", "C", "C", "C", "I", "C", "C", "O", "C", "C", "C", "N", "C", "Br", "C", "C", "O", "H", "H", "H", "H", "H", "H", "H", "H", "H", "H", "H", "H", "H", "H", "H", "H", "H", "H", "H", "H", "H", "H", "H", "H", "H", "H", "H", "H", "H", "H", "H", "H", "H", "H", "H", "H", "H", "H", "H", "H", "H", "H", "H", "H", "H", "H", "H", "H", "C", "O", "N", "C", "C", "H", "H", "H", "H", "H", "H", "H", "C", "O", "N", "C", "C", "H", "H", "H", "H", "H", "H", "H", "C", "O", "N", "C", "C", "H", "H", "H", "H", "H", "H", "H", "C", "O", "N", "C", "C", "H", "H", "H", "H", "H", "H", "H"], "positions_angstrom": [[-3.98, 1.72, -0.36], [-3.07, 0.99, -0.72], [-1.96, 0.19, -1.24], [-1.17, 1.01, -2.28], [0.13, 0.34, -2.76], [1.76, 0.77, -1.90], [0.96, 1.70, -0.40], [1.90, 2.00, 0.77], [1.09, 2.42, 2.05], [-0.20, 3.21, 1.74], [2.00, 3.28, 2.96], [2.31, 4.68, 2.40], [2.25, 5.81, 3.41], [2.24, 7.09, 2.92], [3.40, 8.06, 3.05], [1.03, 7.63, 2.16], [2.00, -0.75, -0.96], [1.20, -1.41, -0.26], [1.26, -1.30, 1.29], [0.25, -2.55, -0.65], [2.82, -0.17, -3.30], [2.83, 0.68, -5.31], [2.51, -1.68, -3.47], [3.61, -2.60, -2.89], [3.34, 1.31, -1.35], [3.80, 2.46, -1.99], [4.84, 3.24, -1.18], [5.89, 2.23, -0.73], [5.74, 1.70, 0.40], [2.58, 3.22, -2.65], [2.20, 4.84, -1.41], [2.83, 3.99, -3.99], [4.30, 4.09, -4.42], [1.61, 2.32, -2.78], [-4.66, 2.36, 0.13], [-2.36, -0.69, -1.73], [-1.34, -0.11, -0.39], [-1.12, 2.07, -2.05], [-1.84, 0.98, -3.15], [-0.05, -0.72, -2.91], [0.26, 0.74, -3.78], [0.52, 2.62, -0.79], [0.13, 1.14, 0.04], [2.47, 1.13, 1.09], [2.59, 2.82, 0.60], [0.79, 1.53, 2.61], [-0.01, 3.88, 0.89], [-0.52, 3.80, 2.60], [-1.03, 2.57, 1.44], [1.60, 3.36, 3.97], [2.95, 2.74, 3.05], [1.70, 4.97, 1.54], [3.34, 4.69, 2.04], [2.18, 5.60, 4.48], [4.35, 7.55, 3.17], [3.45, 8.61, 2.11], [3.24, 8.82, 3.83], [0.16, 7.03, 2.34], [0.89, 8.66, 2.50], [1.23, 7.69, 1.08], [1.07, -2.28, 1.75], [0.49, -0.63, 1.68], [2.26, -1.02, 1.60], [-0.73, -2.50, -0.17], [0.13, -2.72, -1.73], [0.73, -3.46, -0.26], [3.86, -0.14, -2.99], [2.57, -1.89, -4.54], [1.51, -2.01, -3.19], [3.62, -3.57, -3.42], [3.38, -2.80, -1.85], [4.59, -2.14, -2.97], [4.42, 2.03, -2.81], [4.47, 3.69, -0.26], [5.38, 3.95, -1.82], [6.76, 2.01, -1.36], [6.51, 1.04, 0.56], [2.21, 3.54, -4.76], [2.48, 5.01, -3.91], [4.77, 3.12, -4.55], [4.87, 4.72, -3.74], [4.32, 4.60, -5.38], [-6.58, 0.17, 2.81], [-5.82, 1.09, 2.54], [-7.10, -0.68, 1.91], [-8.00, -1.75, 2.29], [-6.75, -0.50, 0.51], [-6.89, -0.04, 3.84], [-7.56, -2.71, 2.00], [-8.96, -1.62, 1.79], [-8.16, -1.75, 3.37], [-5.67, -0.59, 0.40], [-7.05, 0.49, 0.18], [-7.25, -1.25, -0.10], [-3.68, -1.73, 3.51], [-4.25, -2.77, 3.20], [-2.52, -1.66, 4.17], [-1.90, -0.39, 4.51], [-1.86, -2.91, 4.56], [-4.10, -0.74, 3.26], [-0.91, -0.34, 4.04], [-1.79, -0.32, 5.59], [-2.51, 0.43, 4.15], [-1.66, -3.50, 3.67], [-2.53, -3.48, 5.21], [-0.94, -2.69, 5.08], [-1.12, -3.77, -4.39], [-0.73, -2.78, -3.81], [-0.33, -4.72, -4.91], [-0.85, -5.88, -5.60], [1.12, -4.57, -4.78], [-2.20, -3.97, -4.54], [-0.53, -6.79, -5.08], [-0.48, -5.90, -6.63], [-1.94, -5.85, -5.62], [1.38, -4.52, -3.72], [1.43, -3.64, -5.25], [1.62, -5.41, -5.25], [-2.46, -5.75, 2.80], [-1.45, -5.40, 3.39], [-2.80, -7.03, 2.57], [-4.02, -7.38, 1.87], [-1.92, -8.09, 3.03], [-3.19, -5.02, 2.41], [-4.66, -7.99, 2.51], [-3.78, -7.95, 0.96], [-4.57, -6.48, 1.59], [-1.81, -8.02, 4.12], [-0.94, -7.98, 2.58], [-2.34, -9.06, 2.77]]}

=====

{"formula": "C39H78NO11Rb", "method": "the ωB97M-V functional and the def2-TZVPD basis", "energy_ev": -66346.082, "spin_multiplicity": 1, "e_above_lowest_kcal_mol": 618.36, "homo_lumo_gap_ev": 5.9668, "symbols": ["Rb", "C", "C", "C", "C", "C", "C", "N", "O", "C", "C", "C", "H", "H", "H", "H", "H", "H", "H", "H", "H", "H", "H", "H", "H", "H", "H", "H", "H", "H", "C", "C", "O", "C", "H", "H", "H", "H", "H", "H", "C", "C", "O", "C", "H", "H", "H", "H", "H", "H", "C", "C", "O", "C", "H", "H", "H", "H", "H", "H", "C", "C", "O", "C", "H", "H", "H", "H", "H", "H", "C", "C", "O", "C", "H", "H", "H", "H", "H", "H", "C", "C", "O", "C", "H", "H", "H", "H", "H", "H", "C", "C", "O", "C", "H", "H", "H", "H", "H", "H", "C", "C", "O", "C", "H", "H", "H", "H", "H", "H", "C", "C", "O", "C", "H", "H", "H", "H", "H", "H", "C", "C", "O", "C", "H", "H", "H", "H", "H", "H"], "positions_angstrom": [[-0.72, 0.20, -4.57], [2.07, 1.42, -0.72], [1.49, 0.05, -0.42], [0.86, 0.20, 0.99], [-0.47, 0.82, 1.03], [-1.38, 0.12, 0.02], [-0.93, 0.02, -1.45], [0.55, -0.39, -1.54], [1.07, -0.22, -2.93], [-1.36, 1.31, -2.12], [-1.78, -1.11, -2.00], [2.56, -0.99, -0.27], [2.56, 1.61, -1.67], [2.74, 1.82, 0.04], [1.31, 2.20, -0.74], [1.50, 0.86, 1.57], [0.93, -0.73, 1.56], [-0.22, 1.85, 0.78], [-0.91, 0.83, 2.02], [-2.22, 0.80, 0.14], [-1.75, -0.79, 0.50], [-1.11, 2.18, -1.51], [-2.43, 1.26, -2.29], [-1.00, 1.52, -3.13], [-2.85, -1.09, -1.78], [-1.42, -2.08, -1.66], [-1.78, -1.07, -3.09], [2.17, -1.99, -0.09], [3.18, -0.68, 0.57], [3.24, -1.11, -1.11], [0.94, 3.16, 2.04], [2.25, 2.59, 2.43], [3.34, 3.12, 2.11], [2.33, 1.23, 3.04], [0.21, 3.30, 2.83], [0.54, 2.57, 1.21], [1.01, 4.14, 1.56], [2.61, 0.53, 2.25], [1.31, 1.02, 3.36], [3.14, 1.19, 3.77], [-0.94, -1.06, 4.31], [-0.28, -2.31, 3.69], [0.24, -3.14, 4.39], [-0.27, -2.47, 2.14], [-1.38, -1.33, 5.27], [-1.79, -0.70, 3.74], [-0.17, -0.30, 4.42], [0.37, -1.66, 1.78], [-1.27, -2.31, 1.76], [0.09, -3.40, 1.68], [-4.64, -0.29, 1.21], [-4.82, 0.10, -0.30], [-5.53, -0.46, -1.10], [-4.04, 1.32, -0.66], [-4.87, 0.56, 1.85], [-3.60, -0.62, 1.29], [-5.34, -1.12, 1.33], [-3.04, 1.13, -0.26], [-4.51, 2.21, -0.24], [-3.97, 1.29, -1.74], [-2.68, 3.23, 0.88], [-3.31, 2.55, 2.07], [-4.54, 2.49, 2.16], [-2.45, 2.00, 3.20], [-3.33, 4.07, 0.63], [-2.66, 2.47, 0.09], [-1.64, 3.49, 1.01], [-3.01, 1.33, 3.85], [-2.28, 2.84, 3.88], [-1.54, 1.52, 2.82], [-0.69, 3.96, -3.39], [0.53, 3.16, -3.55], [0.71, 2.36, -4.47], [1.70, 3.40, -2.56], [-1.35, 3.30, -2.85], [-1.21, 4.17, -4.33], [-0.56, 4.86, -2.79], [2.16, 2.46, -2.26], [1.21, 3.74, -1.64], [2.42, 4.09, -3.00], [-1.83, -3.21, -0.16], [-3.27, -3.40, -0.74], [-3.93, -4.35, -0.35], [-3.80, -2.44, -1.69], [-1.59, -2.16, 0.00], [-1.18, -3.80, -0.80], [-1.91, -3.71, 0.81], [-4.63, -2.90, -2.23], [-3.06, -2.35, -2.48], [-4.03, -1.51, -1.17], [-4.07, 0.49, -3.02], [-3.76, -0.28, -4.24], [-2.85, 0.07, -5.04], [-4.59, -1.53, -4.43], [-3.24, 1.13, -2.75], [-4.16, -0.32, -2.29], [-5.02, 1.00, -3.19], [-4.26, -2.05, -5.33], [-5.63, -1.29, -4.68], [-4.53, -2.23, -3.61], [3.78, -4.92, 0.15], [3.42, -3.56, -0.45], [2.24, -3.31, -0.58], [4.55, -2.57, -0.80], [2.90, -5.51, 0.37], [4.20, -4.69, 1.13], [4.44, -5.56, -0.44], [5.37, -3.11, -1.26], [4.96, -2.09, 0.09], [4.28, -1.77, -1.50], [4.52, 1.39, 1.08], [5.00, 0.68, -0.16], [5.60, -0.38, -0.09], [4.58, 1.19, -1.51], [5.01, 2.35, 1.26], [4.68, 0.99, 2.08], [3.47, 1.68, 1.05], [4.69, 0.36, -2.21], [5.07, 2.15, -1.64], [3.50, 1.36, -1.56], [2.34, -1.83, 2.53], [3.71, -2.27, 2.74], [4.04, -3.44, 2.94], [4.75, -1.15, 2.89], [1.91, -2.12, 1.57], [2.35, -0.74, 2.58], [1.68, -2.19, 3.32], [4.80, -0.58, 1.96], [5.71, -1.64, 3.06], [4.50, -0.50, 3.72]]}

=====

{"formula": "C39H78O31", "method": "the ωB97M-V functional and the def2-TZVPD basis", "energy_ev": -105179.485, "spin_multiplicity": 1, "e_above_lowest_kcal_mol": 0.00, "homo_lumo_gap_ev": 9.8973, "symbols": ["C", "O", "C", "O", "O", "C", "H", "H", "H", "H", "H", "H", "C", "O", "C", "O", "O", "C", "H", "H", "H", "H", "H", "H", "C", "O", "C", "O", "O", "C", "H", "H", "H", "H", "H", "H", "C", "O", "C", "O", "O", "C", "H", "H", "H", "H", "H", "H", "C", "O", "C", "O", "O", "C", "H", "H", "H", "H", "H", "H", "C", "O", "C", "O", "O", "C", "H", "H", "H", "H", "H", "H", "C", "O", "C", "O", "O", "C", "H", "H", "H", "H", "H", "H", "C", "O", "C", "O", "O", "C", "H", "H", "H", "H", "H", "H", "C", "O", "C", "O", "O", "C", "H", "H", "H", "H", "H", "H", "C", "C", "O", "C", "H", "H", "H", "H", "H", "H", "C", "C", "O", "C", "H", "H", "H", "H", "H", "H", "C", "C", "O", "C", "H", "H", "H", "H", "H", "H", "C", "C", "O", "C", "H", "H", "H", "H", "H", "H"], "positions_angstrom": [[-19.82, -3.26, 6.81], [-18.54, -2.71, 7.11], [-17.49, -3.49, 6.85], [-17.55, -4.67, 6.60], [-16.40, -2.77, 6.94], [-15.16, -3.36, 6.60], [-19.74, -4.00, 6.03], [-20.54, -2.51, 6.48], [-20.21, -3.76, 7.69], [-15.02, -4.39, 6.94], [-14.37, -2.78, 7.08], [-15.03, -3.42, 5.52], [-29.35, -9.29, 10.65], [-28.32, -8.48, 10.12], [-27.13, -9.01, 9.92], [-26.87, -10.18, 10.09], [-26.30, -8.08, 9.52], [-24.97, -8.43, 9.16], [-30.18, -8.63, 10.91], [-29.08, -9.73, 11.62], [-29.72, -9.97, 9.89], [-24.61, -7.56, 8.62], [-24.99, -9.25, 8.44], [-24.41, -8.73, 10.04], [-18.80, -14.01, 4.29], [-18.90, -13.16, 5.42], [-19.92, -12.31, 5.46], [-20.83, -12.25, 4.69], [-19.82, -11.48, 6.49], [-18.78, -11.61, 7.46], [-18.13, -13.61, 3.53], [-19.74, -14.23, 3.78], [-18.37, -14.95, 4.63], [-18.97, -10.91, 8.27], [-17.85, -11.28, 6.99], [-18.70, -12.62, 7.86], [-21.57, -13.34, 11.55], [-22.83, -13.22, 10.92], [-23.76, -12.39, 11.42], [-24.79, -12.17, 10.83], [-23.44, -11.91, 12.60], [-24.33, -10.99, 13.21], [-21.66, -13.50, 12.63], [-21.01, -12.44, 11.32], [-20.96, -14.20, 11.27], [-23.75, -10.24, 13.75], [-24.95, -11.44, 13.99], [-24.91, -10.51, 12.42], [-21.76, -9.75, 9.42], [-20.93, -9.13, 8.44], [-21.20, -7.91, 7.99], [-22.09, -7.18, 8.35], [-20.37, -7.67, 6.99], [-20.65, -6.53, 6.17], [-21.78, -9.27, 10.39], [-21.40, -10.77, 9.52], [-22.76, -9.87, 9.00], [-21.50, -6.74, 5.53], [-19.78, -6.32, 5.56], [-20.83, -5.62, 6.74], [-22.81, -13.08, 7.46], [-21.58, -13.51, 8.06], [-21.11, -14.71, 7.78], [-21.68, -15.55, 7.16], [-19.93, -14.83, 8.38], [-19.10, -15.92, 8.00], [-22.88, -12.04, 7.74], [-23.61, -13.68, 7.87], [-22.76, -13.16, 6.38], [-18.53, -16.24, 8.86], [-18.54, -15.66, 7.10], [-19.70, -16.75, 7.63], [-26.69, -7.87, 13.22], [-25.42, -8.06, 12.62], [-24.39, -7.31, 13.03], [-24.45, -6.46, 13.87], [-23.34, -7.70, 12.32], [-22.08, -7.20, 12.75], [-26.65, -8.29, 14.22], [-27.45, -8.42, 12.66], [-26.97, -6.82, 13.19], [-22.10, -6.17, 13.10], [-21.34, -7.26, 11.96], [-21.72, -7.83, 13.56], [-18.68, -9.14, 11.18], [-18.51, -9.90, 12.36], [-19.62, -10.41, 12.89], [-20.74, -10.21, 12.49], [-19.29, -11.17, 13.90], [-20.34, -11.60, 14.76], [-19.30, -8.25, 11.20], [-19.08, -9.81, 10.40], [-17.70, -8.88, 10.79], [-20.99, -10.80, 15.11], [-19.88, -12.03, 15.65], [-20.95, -12.34, 14.24], [-22.51, -0.64, 8.43], [-23.26, -1.57, 9.19], [-23.23, -2.85, 8.81], [-22.71, -3.32, 7.85], [-24.01, -3.50, 9.67], [-24.02, -4.92, 9.57], [-22.94, -0.35, 7.47], [-21.48, -0.97, 8.32], [-22.58, 0.29, 9.00], [-23.02, -5.35, 9.55], [-24.54, -5.25, 8.67], [-24.48, -5.33, 10.47], [-15.28, -5.73, 2.62], [-16.40, -6.60, 3.14], [-16.21, -7.78, 3.34], [-17.78, -6.01, 3.22], [-15.66, -4.88, 2.06], [-14.68, -6.35, 1.94], [-14.68, -5.46, 3.49], [-18.53, -6.77, 3.45], [-18.16, -5.47, 2.36], [-17.83, -5.29, 4.05], [-23.20, -10.20, 5.82], [-23.51, -10.22, 4.35], [-23.30, -9.22, 3.70], [-23.94, -11.50, 3.72], [-22.99, -9.17, 6.13], [-22.35, -10.80, 6.14], [-24.05, -10.47, 6.46], [-24.16, -11.32, 2.67], [-24.87, -11.90, 4.12], [-23.15, -12.25, 3.81], [-20.52, -4.10, 10.57], [-19.50, -5.16, 10.88], [-19.51, -5.79, 11.91], [-18.55, -5.50, 9.75], [-21.47, -4.64, 10.71], [-20.41, -3.80, 9.53], [-20.44, -3.25, 11.23], [-17.79, -4.73, 9.63], [-19.05, -5.84, 8.85], [-17.95, -6.36, 10.08], [-22.24, -5.69, 2.55], [-21.29, -4.53, 2.68], [-20.89, -4.17, 3.77], [-20.89, -3.84, 1.40], [-22.23, -6.28, 3.46], [-21.78, -6.34, 1.79], [-23.23, -5.48, 2.15], [-20.13, -4.42, 0.88], [-20.38, -2.90, 1.63], [-21.73, -3.57, 0.77]]}